No. 1
Computed, not measured: a cluster of 2 separate species, C5H12O3 in total in a non-equilibrium geometry, with ωB97M-V/def2-TZVPD.

ORCA input file:
```
! RIJCOSX wB97M-V def2-TZVPD def2/J DEFGRID3
* xyz 0 1
C -0.0075 1.5552 -1.1588
C -1.0056 0.5275 -0.7605
C -0.8739 -0.4332 0.2043
C 0.2761 -0.5204 1.1855
C 1.6078 -0.9407 0.5656
O 0.5567 0.7249 1.8340
O -0.6367 1.1618 2.5180
H -0.4479 2.2743 -1.8470
H 0.8599 1.1014 -1.6377
H 0.3550 2.0924 -0.2783
H -1.9814 0.6332 -1.2207
H -1.7884 -0.8985 0.5547
H -0.0023 -1.2441 1.9640
H 2.3524 -1.1036 1.3431
H 1.4669 -1.8665 0.0118
H 1.9782 -0.1819 -0.1172
H -0.2563 1.6027 3.2834
O -0.5447 -1.2936 -2.3104
H -1.1478 -1.7692 -2.8926
H -0.7605 -1.4219 -1.2411
*
```

Results
* HOMO-LUMO gap: 9.95 eV
* SMILES string: C/C=C\[C@@H](C)OO.O
* ΔE to the lowest compared entry with this formula, charge and spin: 492.41 kJ/mol
* HOMO level: -9.11 eV

No. 2
Computed, not measured: a structure of composition C5H12O3Sc in a non-equilibrium geometry, with ωB97M-V/def2-TZVPD.

ORCA input file:
```
! RIJCOSX wB97M-V def2-TZVPD def2/J DEFGRID3
* xyz 2 2
H 1.3033 -1.3929 2.8444
C -2.1368 0.2945 -2.2578
O -1.6245 -0.9962 -2.1589
C -1.1763 1.3201 -1.6583
O -0.7896 0.8038 -0.3748
C 0.3216 1.4190 0.2602
C 0.7297 0.5071 1.3935
O 0.8065 -0.8254 0.8778
C 1.4546 -1.7450 1.7542
Sc -0.6353 -1.2718 -0.5952
H -3.1098 0.3853 -1.7339
H -2.3127 0.5905 -3.3086
H -1.6392 2.3090 -1.5315
H -0.2698 1.4154 -2.2787
H 0.0465 2.4090 0.6502
H 1.1426 1.5296 -0.4658
H -0.0056 0.5249 2.2121
H 1.7115 0.8099 1.7837
H 2.7234 -3.7098 1.2577
H 2.5406 -1.6745 1.5975
H 0.9194 -2.7027 1.7322
*
```

Results
* HOMO-LUMO gap (spin up / spin down): 7.22 / 9.23 eV
* ΔE to the lowest compared entry with this formula, charge and spin: 0.00 kJ/mol
* HOMO level (spin up / spin down): -17.14 / -19.16 eV

No. 3
Computed, not measured: a structure of composition C5H12O3Tm in a non-equilibrium geometry, with ωB97M-V/def2-TZVPD.

ORCA input file:
```
! RIJCOSX wB97M-V def2-TZVPD def2/J DEFGRID3
* xyz 2 4
H -4.4531 1.2354 0.5869
C 3.2224 0.0467 0.3913
O 2.8995 1.3064 -0.1086
C 2.1634 -0.9882 0.0273
O 0.8717 -0.4184 0.3391
C -0.2194 -1.3121 0.1356
C -1.5127 -0.5245 0.1392
O -1.3059 0.6150 -0.6518
C -2.3934 1.5113 -0.6418
Tm 1.1442 1.7514 -0.1122
H 3.3258 0.0646 1.4943
H 4.1820 -0.3246 -0.0126
H 2.2843 -1.9162 0.6032
H 2.1814 -1.2180 -1.0501
H -0.2320 -2.0435 0.9556
H -0.0867 -1.8438 -0.8189
H -1.7896 -0.2241 1.1667
H -2.3290 -1.1467 -0.2675
H -2.2279 2.3892 -1.3961
H -3.2625 1.0236 -1.1151
H -2.4624 2.0166 0.3355
*
```

Results
* HOMO-LUMO gap (spin up / spin down): 6.54 / 8.93 eV
* ΔE to the lowest compared entry with this formula, charge and spin: 0.00 kJ/mol
* HOMO level (spin up / spin down): -16.34 / -18.70 eV

No. 4
Computed, not measured: a cluster of 2 separate species, C5H12OSi in total in a non-equilibrium geometry, with ωB97M-V/def2-TZVPD.

ORCA input file:
```
! RIJCOSX wB97M-V def2-TZVPD def2/J DEFGRID3
* xyz 0 1
C 2.6962 1.0120 -0.9568
C 2.0277 0.3163 -0.0861
C 2.2529 -0.3621 1.1258
C -1.9457 1.4230 0.9259
C -1.2597 -1.5992 -0.3895
O -1.8744 1.0115 -0.4052
Si -0.6787 0.0959 -1.0168
H 2.1525 1.3383 -1.7896
H 3.8273 1.3487 -0.8630
H 3.4420 -0.3099 1.3980
H 2.0424 -1.3395 1.0993
H 1.8188 0.0615 2.0832
H -2.9440 1.0620 1.3128
H -1.8672 2.5018 1.1161
H -1.1921 0.9500 1.5276
H -1.0506 -1.7343 0.6932
H -2.3508 -1.6680 -0.5638
H -0.7072 -2.5790 -0.7849
H -0.4208 0.5242 -2.5283
*
```

Results
* HOMO-LUMO gap: 8.16 eV
* ΔE to the lowest compared entry with this formula, charge and spin: 418.85 kJ/mol
* HOMO level: -7.54 eV

no.,E (eV)
1,-11517.6625
2,-32202.3571
3,-41030.3711
4,-15300.9630